The following is a quantum chemistry calculation of a 9-piece molecular cluster, C81H171N9O9 overall at a distorted geometry, from the OMol25 dataset.

Element x y z (Å)
N: -1.4497 10.5025 6.4155
H: -8.4398 9.8727 0.5657
H: -5.8828 10.4480 -1.6794
C: -0.4670 -12.9588 0.0673
C: 1.1015 1.1701 -1.8672
C: -9.6649 10.2473 -3.3507
C: 9.0548 -8.3663 -6.1393
H: 0.1846 1.5010 -11.8393
O: -0.8641 3.4213 -14.8648
H: -5.9846 9.1416 -4.6262
H: 1.8215 -10.8478 -2.2718
N: 9.0940 -6.0689 -7.1703
H: 0.5331 8.4243 4.5780
C: 0.6398 11.3657 5.4118
H: 1.5500 0.2365 2.7440
H: -1.8040 10.5441 8.8858
C: -2.9164 2.5582 -13.0634
H: -6.2856 -5.9275 12.3257
H: -10.4026 8.2766 -3.0072
H: 11.2387 3.8947 3.1115
H: 11.8930 -6.4017 -7.0942
H: -5.1610 -6.7487 10.1760
H: -0.7179 -10.8798 0.8718
H: -2.3264 3.9009 -11.0964
H: -3.2866 8.3556 5.4110
H: 1.5441 -2.1160 2.6110
C: -0.6499 7.6935 6.1490
C: 1.2923 -11.7492 -1.9628
H: 9.7958 -9.0704 -5.7609
C: -2.2673 9.4422 7.0305
C: 2.2555 -11.0170 0.3080
H: -8.3604 -1.8780 1.6260
H: 6.3546 -6.8948 -5.5071
C: 13.2576 8.5346 3.3253
C: -8.5206 -6.0235 0.6819
H: -3.4846 10.6200 8.3741
H: 14.3420 7.1796 1.1828
H: -7.9179 -7.2628 2.3365
H: -1.2779 -5.8725 13.9277
H: 10.7462 -5.7992 -4.8573
H: -6.2990 7.5806 -3.8047
C: 1.5794 -0.8656 0.8333
H: -2.8549 9.1592 9.1387
H: 7.9754 -6.6709 -4.0741
H: -10.2580 -6.5424 1.7974
H: 14.1306 7.9574 3.6297
C: -2.4044 -4.7916 10.8187
C: -9.9980 -3.5169 0.2607
N: -8.0129 -4.8830 -0.1080
H: 1.1144 8.9467 6.2089
C: -6.1152 8.6458 -3.6643
H: -0.7384 8.3990 8.1162
H: -2.6821 -4.8404 13.4543
C: 7.7357 -5.6104 -6.7958
C: 11.2658 8.5527 1.6920
H: -6.0566 11.3883 -3.0931
H: -10.8154 7.5753 -0.6442
H: 11.3422 7.1713 5.1055
O: 9.0819 -6.5106 -8.5428
H: -2.8422 -7.7143 9.1650
H: -3.0200 -9.1584 13.1552
H: -5.1622 -7.8319 13.0069
C: 8.5764 -5.7857 -4.2823
H: -9.5654 11.1896 -2.8118
H: -4.0757 9.9364 5.8870
C: -4.6522 -5.9506 10.7167
H: -2.2178 -14.3215 0.3126
C: 3.2596 -12.9237 -0.7728
H: 2.1682 1.2849 -2.0595
H: -6.7498 -2.4906 1.2145
H: 1.2262 2.9544 -0.0498
H: -1.9973 7.2821 7.7677
H: 1.4052 6.4807 -13.6947
H: 10.3900 4.5214 1.7206
H: -5.0115 -4.8650 12.7171
H: 9.3930 9.1771 2.3571
C: -8.4526 -3.4469 0.1083
H: 3.8534 -12.3164 -1.4560
H: 1.4843 11.2813 4.7278
H: -1.2817 2.5294 -0.8912
C: -7.7335 -6.2409 2.0051
H: -10.3426 -2.5026 0.4622
O: -6.8546 8.1106 -0.9875
H: -1.0391 -1.5422 -0.4624
H: -0.9556 -14.9391 1.2853
C: -1.3712 3.3808 -11.1688
H: 0.7197 2.0290 -2.4191
C: 9.6566 7.0073 2.7302
H: -0.2874 6.5445 -13.8906
H: -8.4492 -2.9085 -1.9800
H: -2.3492 -4.2698 9.8633
H: -2.0942 -11.9488 1.0846
C: -9.7412 7.4221 -0.7469
H: 2.7077 2.2677 1.8924
H: -5.1614 8.7983 -3.1593
C: -6.5974 10.6758 -2.4703
C: -7.2518 9.3995 -3.0261
H: 13.5696 8.6119 0.5274
H: -8.8029 8.8613 -4.7015
H: -6.7932 -5.4086 -1.4055
H: 1.0372 5.7125 -11.3170
C: -1.1479 1.4798 -0.6294
H: 3.8059 -13.2242 0.1212
H: 9.4984 3.9936 2.9205
H: 8.2334 -8.3148 -5.4246
C: -1.0051 -11.9151 1.0555
H: -0.3748 4.4401 -9.6919
H: 3.1700 -0.1720 2.0539
H: 3.1165 -10.4623 -0.0648
H: -1.6178 -8.4463 13.8309
H: 8.8581 7.0671 3.4697
C: 2.3437 1.5219 1.1856
C: -1.1319 -14.4084 0.3497
H: -11.5963 -4.3817 1.2336
H: 13.6255 9.5318 3.0837
H: 7.5330 -4.7616 -8.7612
H: 11.4336 -7.8105 -7.7930
C: 10.8838 6.2513 4.7427
C: -0.1544 -11.4297 -2.0654
H: -3.2595 3.5838 -13.1995
N: -2.5904 -7.0205 11.6589
H: -1.8578 9.3735 3.7867
C: -3.5646 9.0327 6.2188
C: -1.0612 10.1143 3.8558
H: 1.8813 3.6328 -14.3105
H: 6.6632 -7.5869 -7.1927
H: -9.0673 10.7938 -0.7554
H: -0.5876 5.9235 -11.7375
N: 12.1171 6.4235 2.6231
H: -1.7193 -6.3887 9.0686
H: 1.5899 -14.3979 1.3247
H: 8.7801 -5.3128 -3.3216
C: -4.6326 -6.9026 13.2171
H: -4.8685 -6.6173 14.2423
H: 0.8022 0.2898 -2.4362
N: -0.8106 3.7749 -13.5203
H: 12.5553 8.6175 4.1548
C: -2.6819 -8.2647 13.6798
H: -6.6569 -6.0744 2.0413
H: -2.0063 -12.2467 -1.3721
H: 9.9446 -7.2558 -4.1522
H: 11.4111 5.4767 5.2995
H: 0.6998 5.7072 -15.0845
C: -1.4459 8.1175 7.3363
H: 12.9118 7.0798 0.1684
H: -4.3599 8.6153 6.8362
H: 0.0255 -1.5302 2.1736
H: 3.6518 -1.3639 0.2172
H: -0.5993 -11.3615 -3.0582
C: 2.1674 0.2020 1.8463
C: 1.6684 3.8171 -13.2575
H: -9.5535 6.6343 -1.4765
H: -1.5881 3.9341 -15.2314
C: 9.8178 -7.0072 -6.3147
C: 10.1435 8.4290 2.6121
O: -1.1778 -7.2879 11.5419
H: 1.5846 2.9219 -12.6414
H: 13.2063 5.0155 2.3276
H: -0.4214 -10.5662 -1.4562
H: -3.0264 -8.3236 14.7122
H: -1.4411 1.4690 0.4204
H: -10.0956 9.8381 0.4610
C: 7.3142 -4.4725 -7.7332
O: 1.4571 -13.4474 1.3456
C: 0.2530 8.8243 5.5525
H: -3.6036 2.0656 -12.3754
H: 1.1919 11.3011 6.3494
N: -7.8252 8.5249 -1.9280
H: 5.6686 -6.2497 -6.9639
C: 9.8576 -6.4305 -4.8589
C: -2.3626 -5.8076 13.8424
C: -10.1762 9.1726 -2.4292
C: -8.3790 -7.2721 -0.1640
C: -1.3991 2.7696 -12.6186
H: -9.1786 7.1929 0.1582
H: -2.6803 -5.8419 14.8845
H: -1.2110 0.6202 -12.1955
H: 1.3766 -10.3897 0.4568
C: 1.8735 -12.1825 -0.5681
C: -3.1429 -6.1276 10.6266
H: -3.3114 -6.1376 8.3626
C: 12.5208 7.7767 2.1588
C: -9.2235 9.8740 -0.1918
H: 0.3898 2.2612 1.4338
C: 7.8896 -4.8752 -5.3945
C: -9.1509 8.7934 -1.3239
H: -11.1353 9.3860 -1.9571
H: -8.1537 -5.5595 2.7449
H: -1.3020 7.3421 5.3494
H: -8.5680 -1.5442 -0.8431
H: 2.9841 -13.9328 -1.0792
H: 10.9442 8.2203 0.7050
H: -0.6804 -12.0800 2.0829
C: -0.5941 1.4236 -12.5981
C: -2.6159 9.9654 8.4452
H: -1.3700 -4.8706 11.1533
H: -0.2169 6.7126 6.3448
H: -10.4624 -3.7950 -0.6854
H: 2.4885 -11.3756 1.3106
H: 9.4329 -5.6990 -8.9168
H: 8.5821 -8.5901 -7.0956
H: 3.0945 1.5280 0.3955
C: -5.2046 -5.8226 12.2336
H: -10.2228 -4.1001 2.3036
H: -0.9864 -13.5096 -2.0297
N: 0.3544 -0.3759 0.1186
C: 13.3749 7.6399 0.9808
H: -0.8986 -15.1430 -0.4211
O: -6.6483 -5.0723 -0.5181
H: 7.8777 -3.5406 -7.6877
C: 0.1753 5.1476 -11.6722
H: -4.8153 -5.0357 10.1472
C: 0.9498 -1.8940 1.7246
C: -10.5146 -4.4806 1.3247
H: 2.7462 -0.4378 -0.9293
C: 0.4259 1.0660 -0.5188
C: -10.0702 -5.8997 0.9373
H: 0.7611 -2.8520 1.2401
H: -0.7019 -6.4897 11.7830
C: 2.6543 -1.2489 -0.2069
O: -0.1950 -1.2616 -0.8235
H: 6.9001 -4.5350 -5.0894
C: -0.9835 -12.6226 -1.3962
C: 0.5606 5.8712 -14.0159
H: -7.0257 -2.2888 -1.0800
C: -2.7775 -6.6263 9.1776
C: -8.4146 9.6906 -4.1103
H: -1.6673 0.8407 -1.3434
H: 8.3532 -3.8923 -5.4788
N: 0.9958 -13.0929 0.0661
H: 2.4552 4.2950 -12.6737
C: -3.0566 -6.9414 13.0545
C: 10.4260 4.5552 2.8095
H: -7.7910 -3.4108 2.2671
H: -1.8199 12.2057 6.9945
O: 13.1353 5.6615 3.0342
C: 11.2872 -7.2756 -6.8546
H: -0.2281 10.0008 3.1622
H: 9.8930 6.1953 5.1935
H: -10.5712 10.3196 -3.9520
H: 0.3486 12.4159 5.3931
H: -8.7574 -7.1070 -1.1729
H: 10.3600 8.8384 3.5988
H: 9.2192 6.6234 1.8085
C: 1.0418 2.0831 0.5787
H: -2.9562 -4.0922 11.4467
H: -8.9293 -8.0703 0.3342
H: 0.6149 3.3418 -10.5168
C: -0.4340 10.2307 5.3524
H: 2.3480 -2.1717 -0.6995
H: -8.0377 10.5211 -4.7072
H: -2.7568 2.0855 -14.0325
H: -1.5079 11.0477 3.5132
C: 0.3787 4.5952 -13.1471
H: 6.3171 -4.0959 -7.5048
C: 6.5719 -6.7053 -6.5582
H: -10.5768 -6.2292 0.0302
C: -8.0926 -2.5068 -1.0316
H: 1.5020 -12.5245 -2.6997
H: -7.3763 11.3388 -2.0936
H: 11.8235 -7.8324 -6.0862
H: -0.1138 1.0481 -13.5016
O: -2.1448 11.7287 6.2274
C: -7.7889 -2.7737 1.3826
H: 11.6369 9.5770 1.6563
H: -6.9118 7.1569 -1.0819
H: -1.4664 2.6397 -10.3751
C: 10.7973 6.0593 3.1905
C: -0.1804 4.0651 -10.6967
H: -7.4112 -7.7534 -0.3049

Structure (SMILES) ... CC1(C)CCCC(C)(C)N1O.CC1(C)CCCC(C)(C)N1O.CC1(C)CCCC(C)(C)N1O.CC1(C)CCCC(C)(C)N1O.CC1(C)CCCC(C)(C)N1O.CC1(C)CCCC(C)(C)N1O.CC1(C)CCCC(C)(C)N1O.CC1(C)CCCC(C)(C)N1O.CC1(C)CCCC(C)(C)N1O
ΔE to the lowest compared entry with this formula, charge and spin ... 240.8 kcal per mole
HOMO-LUMO gap ... 8.35 eV
LUMO ... 0.50 eV
E ... -118589.9953 eV